Density functional theory data (ωB97M-V with the def2-TZVPD basis set) for a structure of composition C62H48AsN6ORb.

Computed properties:
**Gap between HOMO and LUMO (spin up / spin down)**: 0.1900 / 0.1901 Eh
**Total charge**: -2
**E_HOMO (spin up / spin down)**: -0.048 / -0.049 Eh

Geometry (Å):
Rb -0.07288 0.20459 1.15162
C 0.17481 -4.39561 -5.58544
C -0.65049 -4.45379 -4.45965
C -0.33554 -3.68461 -3.33935
C 0.76101 -2.83817 -3.26297
C 1.60189 -2.77933 -4.39745
C 1.30217 -3.53550 -5.58163
C 1.03905 -2.02472 -2.04704
C 1.23257 -2.77756 -0.90243
C 1.55700 -4.20405 -0.87184
C 1.75440 -4.48651 0.44671
C 1.63535 -3.27006 1.20788
N 1.29116 -2.24883 0.37505
C 1.90014 -3.18461 2.61838
C 2.20830 -1.99721 3.25656
C 2.69006 -1.95294 4.64853
C 3.00325 -0.63242 4.85068
C 2.65514 0.11127 3.63677
C 3.00016 1.44823 3.42412
C 3.72468 2.17979 4.48310
C 5.13847 2.15447 4.42981
C 5.87281 2.74672 5.42634
C 5.26473 3.46219 6.44383
C 3.88214 3.56796 6.43466
C 3.10049 2.89460 5.52257
C 2.94313 2.21863 2.20823
N 2.44701 1.73634 1.07738
C 2.44116 2.78702 0.20503
C 2.06331 2.69049 -1.13211
C 2.11237 3.90956 -1.94636
C 1.42853 5.04196 -1.44903
C 1.34073 6.18585 -2.24910
C 2.01825 6.28265 -3.47066
C 2.79050 5.20222 -3.84179
C 2.82349 4.05972 -3.12606
C 1.59830 1.48376 -1.77970
C 1.13209 1.41950 -3.18507
C 0.89524 0.09622 -3.44900
C 1.15131 -0.62108 -2.22019
N 1.53524 0.26348 -1.21891
C 3.12088 3.93163 0.81955
C 3.38147 3.61398 2.09257
N 2.20634 -0.75353 2.69576
C 1.95528 -4.45785 3.43907
C 0.82797 -4.85573 4.17903
C 0.84169 -5.98181 4.93466
C 1.96523 -6.77020 5.01218
C 3.05775 -6.45732 4.25230
C 3.11132 -5.28928 3.50523
H -0.00424 -4.98442 -6.45751
H -1.55410 -5.08796 -4.49372
H -0.89639 -3.82753 -2.42536
H 2.45375 -2.09681 -4.37133
H 1.98087 -3.42142 -6.43943
H 1.61181 -4.89816 -1.74134
H 1.95803 -5.42192 0.89079
H 2.70139 -2.72137 5.39879
H 3.47511 -0.19176 5.75922
H 5.60292 1.67863 3.56754
H 6.95751 2.73037 5.38204
H 5.89400 4.00839 7.12878
H 3.35792 4.08956 7.23889
H 2.03788 2.90537 5.60933
H 0.94339 5.00067 -0.47511
H 0.72112 6.99994 -1.87150
H 2.04136 7.23872 -4.05530
H 3.33869 5.21191 -4.75134
H 3.45020 3.29456 -3.48223
H 1.07263 2.21648 -3.91668
H 0.70172 -0.34065 -4.42964
H 3.26783 4.91592 0.37525
H 3.89535 4.22626 2.83855
H -0.05512 -4.21349 4.04807
H -0.01124 -6.23823 5.57166
H 1.83649 -7.64566 5.70060
H 3.89616 -7.11966 4.27033
H 4.00046 -4.98000 2.95722
O -2.95618 0.22143 1.49390
C -3.59301 1.04553 2.19201
C -4.33360 0.61195 3.33208
C -5.27148 1.37823 4.00383
C -5.38984 2.73214 3.68799
C -4.53770 3.18250 2.67302
C -3.68109 2.43356 1.90128
C -3.00096 3.02675 0.74707
N -1.85119 2.65264 0.27932
C -1.62959 3.44348 -0.78749
C -2.62986 4.38732 -0.96988
N -3.51821 4.13352 0.08735
H -4.25730 -0.45920 3.43897
H -5.87886 0.92927 4.81979
H -5.88803 3.40178 4.36902
H -4.62032 4.26646 2.45749
H -0.71345 3.33922 -1.35353
H -2.63559 5.24256 -1.62867
H -4.46958 4.43692 0.18656
C -4.54765 0.38818 -1.87154
As -2.56736 0.10483 -2.15220
C -2.50697 -1.59556 -1.08575
C -2.60657 -0.67955 -4.06525
C -3.89255 -1.27042 -4.49347
C -4.34073 -2.56882 -4.12975
C -5.59468 -2.97927 -4.58670
C -6.36319 -2.28817 -5.52261
C -5.91078 -1.01332 -5.86013
C -4.72415 -0.51436 -5.35717
H -5.08239 -0.41813 -2.40402
H -4.78319 1.43924 -2.19894
H -4.61237 0.36145 -0.77654
H -3.05323 -2.40677 -1.55445
H -2.89460 -1.29156 -0.09605
H -1.47225 -1.91563 -0.96707
H -1.78622 -1.38342 -4.01008
H -2.30236 0.11705 -4.75622
H -3.68290 -3.19892 -3.55896
H -6.02089 -3.89068 -4.28474
H -7.27104 -2.72172 -5.97562
H -6.42727 -0.48178 -6.64988
H -4.29580 0.43340 -5.66138

***

Density functional theory data (ωB97M-V with the def2-TZVPD basis set) for a structure of composition C62H49As2BrF4HfP2S4Se4Si.

Computed properties:
**Gap between HOMO and LUMO**: 0.2222 Eh
**Total charge**: -2
**E_HOMO**: -0.089 Eh
**Energy relative to the best compared isomer or geometry (same formula, charge and spin)**: 171.8 kJ/mol

Geometry (Å):
Hf 1.91703 0.63540 0.83803
F 3.17110 6.26344 6.95495
C 2.40041 5.57302 6.10309
C 1.03154 5.73898 6.13987
F 0.48797 6.60651 7.00860
C 0.23298 5.01809 5.27504
F -1.08633 5.22686 5.32111
C 0.76643 4.11621 4.36027
P -0.32346 3.12098 3.25611
C -1.12497 4.61030 2.51063
C -0.24040 5.48120 1.87455
C -0.70276 6.54785 1.12563
C -2.06697 6.77643 1.02154
C -2.95221 5.93384 1.67507
C -2.48912 4.84912 2.40673
C -1.53477 2.52142 4.49468
C -2.75053 2.01121 4.04210
C -3.62607 1.40531 4.92794
C -3.27501 1.23741 6.25814
C -2.05156 1.70689 6.70525
C -1.19156 2.35394 5.83410
C 2.16542 3.99748 4.30261
Br 3.01617 2.93702 2.96780
C 2.96908 4.71856 5.17474
F 4.30052 4.61735 5.12918
H 0.82696 5.30849 1.94579
H 0.00638 7.18165 0.60852
H -2.44012 7.60261 0.42849
H -4.01915 6.11010 1.60087
H -3.19667 4.19088 2.89008
H -2.99522 2.04558 2.98599
H -4.57534 1.03302 4.56858
H -3.94072 0.71636 6.93549
H -1.74351 1.54316 7.72985
H -0.22788 2.67215 6.19634
S 1.64509 -2.80500 4.40997
As 1.73005 -0.85824 3.63609
S 0.06838 -0.45394 2.18562
S 3.52860 -0.49245 2.43228
S 1.70182 0.55812 5.20402
Se -0.11675 2.04957 -0.44106
Se 0.75327 3.64609 -1.87673
Se 2.56874 4.42607 -0.60325
Se 3.78379 2.48420 -0.27773
C -0.52357 -1.35636 -2.57023
C -1.06605 -2.56752 -3.34349
As -2.83690 -2.51889 -4.28021
C -4.02167 -3.13570 -2.83510
C -4.91639 -2.40843 -2.06462
C -5.68318 -3.03354 -1.09012
C -5.55422 -4.39153 -0.85554
C -4.67911 -5.13591 -1.63262
C -3.93892 -4.51398 -2.62054
C -3.12956 -0.59766 -4.48185
C -2.05345 0.16386 -4.94200
C -2.17590 1.52568 -5.15799
C -3.38976 2.15665 -4.93097
C -4.48641 1.40128 -4.54691
C -4.36146 0.03476 -4.34487
P -0.46175 -1.21599 -0.70117
C -0.36197 -2.94583 -0.09647
C 0.80467 -3.31504 0.56908
C 0.96057 -4.58834 1.08697
C -0.05484 -5.51844 0.93221
C -1.23184 -5.15744 0.29336
C -1.39075 -3.87715 -0.21233
C -2.20998 -0.77301 -0.33453
C -2.80098 0.29061 -1.02382
C -4.02491 0.80732 -0.63347
C -4.71949 0.22857 0.41746
C -4.16524 -0.85661 1.07780
C -2.90274 -1.32023 0.74498
H -1.02174 -0.43326 -2.86924
H 0.52447 -1.21845 -2.85239
H -1.09018 -3.46657 -2.72276
H -0.35631 -2.77733 -4.15164
H -5.00757 -1.34023 -2.18988
H -6.37265 -2.44448 -0.50181
H -6.12411 -4.86709 -0.06830
H -4.57329 -6.19927 -1.46155
H -3.25614 -5.09720 -3.23243
H -1.10408 -0.32099 -5.14197
H -1.32158 2.09834 -5.49410
H -3.48315 3.22647 -5.06375
H -5.44501 1.88385 -4.40136
H -5.24066 -0.54399 -4.09088
H 1.59116 -2.58214 0.70219
H 1.86127 -4.83641 1.62974
H 0.06284 -6.51983 1.32733
H -2.04322 -5.87076 0.20705
H -2.33027 -3.59397 -0.66474
H -2.28744 0.76186 -1.84966
H -4.42729 1.66555 -1.15722
H -5.68195 0.62199 0.72169
H -4.71550 -1.34481 1.87171
H -2.44681 -2.09380 1.34754
C 7.83196 0.32977 0.11486
C 7.22971 0.80488 -1.03971
C 5.97098 0.35589 -1.40946
C 5.27800 -0.59390 -0.65354
C 5.92347 -1.08016 0.48660
C 7.17285 -0.62276 0.87528
Si 3.43333 -1.03747 -1.05095
C 3.32846 -0.52844 -2.91298
C 2.42693 0.44928 -3.32507
C 2.32655 0.83599 -4.65360
C 3.13490 0.23629 -5.60675
C 4.04051 -0.74384 -5.21973
C 4.13332 -1.11764 -3.88835
C 3.43648 -2.95974 -1.30521
C 2.42077 -3.53018 -2.07592
C 2.25631 -4.89969 -2.18508
C 3.12613 -5.75537 -1.52521
C 4.17457 -5.21673 -0.79662
C 4.32403 -3.84083 -0.68986
H 8.80112 0.70208 0.42542
H 7.73254 1.54545 -1.65035
H 5.50659 0.77626 -2.29282
H 5.42692 -1.80496 1.11594
H 7.61870 -0.99789 1.78835
H 1.78822 0.92421 -2.58628
H 1.62196 1.60937 -4.93314
H 3.06785 0.53173 -6.64735
H 4.67771 -1.20935 -5.96363
H 4.84737 -1.87923 -3.59608
H 1.73635 -2.87870 -2.60483
H 1.44337 -5.30115 -2.77903
H 2.99471 -6.82924 -1.58407
H 4.87960 -5.87336 -0.30025
H 5.15209 -3.45235 -0.11410

***

Number 1: electronic energy -5055.0745 a.u.. Number 2: electronic energy -22056.0203 a.u..